Entry 1:
Molecular formula: C36H47AsGeO6PdSSb
Method: DFT, ωB97M-V/def2-TZVPD

Computed properties:
Orbital gap (alpha / beta) = 7.10 / 7.31 eV
Relative energy (zero: lowest compared OMol25 entry of this formula, charge and spin) = 26.74 kJ/mol
2S+1 = 2
LUMO level (alpha / beta) = -0.3629 / -1.2216 eV
<S²> = 0.75
Calculated total energy = -188585.9696 eV

Geometry as XYZ:
```
94
C36H47AsGeO6PdSSb ωB97M-V/def2-TZVPD
Pd 0.45673 0.31176 -0.62628
O -1.49405 -2.42689 2.21344
As -0.25998 -2.38993 0.97104
O 0.65412 -3.71995 1.14114
O 0.58323 -0.88790 1.14601
C -1.14897 -2.32343 -0.74989
C -0.73148 -3.34590 -1.59909
C -1.23334 -3.44205 -2.88952
C -2.18524 -2.53534 -3.32649
C -2.62042 -1.52361 -2.48157
C -2.09728 -1.39836 -1.20314
S -2.62282 0.06852 -0.30291
O -2.31365 -0.16844 1.10627
O -4.01612 0.25369 -0.60169
O -1.76192 1.13243 -0.85907
H -2.13256 -1.72599 1.97121
H -0.00766 -4.06025 -1.22767
H -0.88796 -4.23136 -3.54446
H -2.59831 -2.61885 -4.32351
H -3.37677 -0.81835 -2.80108
C 2.69582 -4.66775 -2.82850
C 2.61883 -3.65962 -3.78140
C 2.62681 -2.33063 -3.38729
C 2.71970 -1.99767 -2.03569
C 2.79490 -3.01671 -1.08708
C 2.77985 -4.34787 -1.48003
Ge 2.59101 -0.17413 -1.41442
C 4.15069 0.46721 -0.47821
C 5.28286 -0.33666 -0.36594
C 6.39444 0.10857 0.33608
C 6.38469 1.36178 0.92940
C 5.26056 2.17148 0.82619
C 4.14827 1.72130 0.13348
C 1.59382 1.10369 -2.47085
C 1.81223 2.50509 -2.45804
C 0.89598 3.36282 -3.00710
C -0.29621 2.86541 -3.55917
C -0.54940 1.51958 -3.56644
C 0.38745 0.62540 -3.02053
H 2.68447 -5.70531 -3.13838
H 2.55147 -3.91037 -4.83249
H 2.56188 -1.55072 -4.13820
H 2.82212 -2.78470 -0.02971
H 2.80362 -5.12645 -0.72899
H 5.29918 -1.31656 -0.82937
H 7.26905 -0.52350 0.41966
H 7.25155 1.70621 1.47848
H 5.24951 3.14706 1.29570
H 3.26366 2.34629 0.08297
H 2.73445 2.89617 -2.04551
H 1.08847 4.42799 -3.01586
H -1.02398 3.55273 -3.97019
H -1.47832 1.13954 -3.96847
H 0.22076 -0.44342 -3.13388
C -1.40482 -1.37879 5.45704
C -1.72201 -0.00759 4.86922
C -1.63963 1.07056 5.94479
C -3.12108 -0.02974 4.25952
Sb -0.26322 0.38803 3.23443
C 1.71488 -0.08883 4.04161
C 2.74407 0.54232 3.11290
C 1.90108 0.42393 5.46877
C 1.88572 -1.60834 4.02508
C -0.31830 2.55025 2.82900
C 0.39429 3.33143 3.93044
C 0.35428 2.81976 1.48380
C -1.78197 2.97399 2.73272
H -2.18894 -1.63582 6.17755
H -0.45648 -1.38923 5.99533
H -1.38706 -2.15665 4.69276
H -2.32686 0.80271 6.75567
H -1.94708 2.04926 5.57520
H -0.64405 1.16107 6.38116
H -3.84958 -0.16475 5.06626
H -3.24933 -0.85935 3.56579
H -3.37456 0.88833 3.73176
H 2.73081 1.63361 3.14768
H 2.59450 0.22064 2.08208
H 3.74652 0.22147 3.41926
H 1.76504 1.50227 5.55958
H 2.92397 0.19530 5.78885
H 1.23102 -0.06786 6.17438
H 1.80273 -2.02444 3.02211
H 1.17166 -2.12302 4.66713
H 2.88961 -1.84040 4.39842
H 1.46226 3.11177 3.96189
H -0.02297 3.15382 4.92141
H 0.28764 4.40131 3.71774
H 1.37675 2.43991 1.43903
H 0.39075 3.90386 1.32592
H -0.22379 2.39779 0.65835
H -2.30592 2.89767 3.68614
H -2.32377 2.39004 1.98750
H -1.81814 4.02436 2.42433
```

Entry 2:
Molecular formula: C11H21BNO5
Method: DFT, ωB97M-V/def2-TZVPD

Computed properties:
Orbital gap = 8.69 eV
Net charge = +1
Relative energy (zero: lowest compared OMol25 entry of this formula, charge and spin) = 531.55 kJ/mol
LUMO level = -4.6186 eV
Calculated total energy = -24142.2404 eV

Geometry as XYZ:
```
39
C11H21BNO5 ωB97M-V/def2-TZVPD
C -4.62623 1.30748 5.05894
C -4.40096 0.76075 3.49571
O -3.80114 1.93350 2.77643
B -3.42011 1.39031 1.45866
O -4.54165 0.95087 0.55992
C -1.89799 1.16401 0.88507
N -1.04527 1.95033 0.15107
C 0.27319 1.21181 -0.16244
C -0.35897 -0.32453 -0.31488
C 0.67162 -1.58916 -0.47524
C 0.70213 -2.01609 -2.05801
C -1.13633 -0.29838 1.16600
H -3.58526 1.37858 5.60402
H -5.02551 2.41782 4.93149
H -5.38037 0.63287 5.65491
H -5.43977 0.46652 3.00612
H -3.66982 -0.16040 3.55200
H -4.39527 1.44038 -0.31303
H -1.32334 2.92171 -0.17752
H 1.16494 1.36621 0.58997
H 0.43174 1.51304 -1.28415
H -1.26917 -0.34669 -1.06960
H 0.16374 -2.50217 0.10290
H 1.71957 -1.41635 0.01595
H 1.44099 -2.93377 -2.17695
H 0.96976 -1.11554 -2.76191
H -0.37214 -2.43745 -2.35976
H -1.80397 -1.22013 1.44410
H -0.20048 -0.11813 1.88043
C 5.91301 -0.36705 -3.18806
C 4.48416 -0.06422 -3.50377
O 3.78340 -1.13452 -2.89922
C 4.58241 -1.62066 -1.90478
O 4.22473 -2.43471 -1.06987
O 5.83282 -1.07644 -1.96606
H 6.51476 0.53851 -3.07184
H 6.38024 -1.01092 -3.94053
H 4.14741 0.87678 -3.05609
H 4.29314 -0.03418 -4.58000
```

Entry 3:
Molecular formula: C15H29ClGeIrN3O7
Method: DFT, ωB97M-V/def2-TZVPD

Computed properties:
Orbital gap (alpha / beta) = 7.41 / 5.59 eV
Net charge = +1
Relative energy (zero: lowest compared OMol25 entry of this formula, charge and spin) = 74.99 kJ/mol
2S+1 = 2
LUMO level (alpha / beta) = -3.3883 / -5.2069 eV
<S²> = 0.75
Calculated total energy = -106692.1319 eV

Geometry as XYZ:
```
57
C15H29ClGeIrN3O7 ωB97M-V/def2-TZVPD
Ir 0.47866 -0.10684 0.26624
N -0.59972 1.79098 -0.06328
C -1.66000 1.93482 0.94922
C -1.26761 1.23726 2.24157
N -0.66949 -0.11369 2.00456
C -1.59662 -1.26171 2.00124
C -2.32100 -1.29391 0.66610
N -1.40271 -0.87305 -0.44508
H 0.20699 2.44072 0.04605
H -0.97875 1.95791 -0.99000
H -2.58155 1.50774 0.54984
H -1.87610 2.98211 1.16492
H -2.13989 1.15060 2.89174
H -0.51121 1.81863 2.76543
H 0.02845 -0.24067 2.73440
H -2.30415 -1.21085 2.83025
H -0.98626 -2.15107 2.12835
H -3.16912 -0.61137 0.67478
H -2.70918 -2.29061 0.46492
H -1.86596 -0.14438 -0.97857
H -1.27722 -1.64093 -1.10205
O 4.03240 4.32650 0.48127
C 4.41516 3.39086 1.35681
C 5.64681 3.57065 1.99057
C 6.09898 2.64228 2.89798
C 5.34646 1.50248 3.20642
C 4.13558 1.31513 2.58737
C 3.64572 2.25249 1.66310
C 2.35991 2.05933 1.01486
O 1.88688 2.84306 0.18661
O 1.67254 0.97009 1.38795
H 3.17246 4.07086 0.10495
H 6.22455 4.44998 1.74162
H 7.05733 2.79352 3.37767
H 5.72275 0.77693 3.91308
H 3.54686 0.43250 2.78772
C -1.13581 -3.82930 -1.92616
Ge 0.66920 -3.01346 -1.86085
C 1.93906 -4.47651 -1.77938
C 0.76108 -1.88836 -3.43920
C 0.83990 -2.14630 -0.05300
H -1.16356 -4.44252 -2.82919
H -1.97807 -3.13862 -2.04074
H -1.33315 -4.49513 -1.08434
H 1.86709 -5.09101 -2.67691
H 1.74695 -5.11200 -0.91488
H 2.94950 -4.07795 -1.70739
H 0.40999 -2.48291 -4.28385
H 1.77452 -1.55394 -3.63401
H 0.12252 -1.00845 -3.34817
H 1.85614 -2.29603 0.31340
H 0.17562 -2.72120 0.59752
O 3.63692 -0.48492 0.31420
Cl 3.38906 -0.26354 -1.07802
O 4.12064 0.82636 -1.59992
O 3.57732 -1.46165 -1.82300
O 1.90591 0.15099 -1.25613
```